Entry one
The following is a DFT calculation (ωB97M-V/def2-TZVPD) of a cluster of 2 separate species, C4H8O4 in total.

Cartesian coordinates (Å):
C: -1.33 0.45 -0.21
C: 0.20 0.35 0.14
C: 0.70 -0.81 -0.28
C: 0.78 -0.66 1.17
H: -2.16 0.65 -1.68
H: -2.11 -0.18 0.19
H: -1.99 1.44 -0.13
H: 1.19 2.03 -0.74
H: 1.63 -0.78 -0.80
H: -0.46 -1.77 -1.35
H: 0.05 -1.07 2.00
H: 1.86 0.91 2.12
O: -1.33 0.15 -1.56
O: 0.83 1.73 0.21
O: 0.05 -2.11 -0.71
O: 2.08 -0.33 1.64

Results
LUMO energy = 0.3 eV
HOMO = -9.531 eV
Net charge = 0
Frontier orbital gap = 9.856 eV

=====

Entry two
The following is a DFT calculation (ωB97M-V/def2-TZVPD) of an isolated molecule of C4H8O4.

Cartesian coordinates (Å):
C: 1.06 -1.67 0.19
C: 0.21 -0.66 0.29
C: -1.24 -0.83 0.69
O: -2.13 -0.71 -0.41
C: 0.64 0.74 -0.01
O: 0.33 1.68 0.90
O: 1.90 0.84 -0.50
O: -0.49 1.37 -1.13
H: 0.74 -2.68 0.40
H: 2.09 -1.52 -0.09
H: -1.48 -0.10 1.47
H: -1.39 -1.83 1.09
H: -1.93 0.14 -0.84
H: -0.34 2.21 0.30
H: 2.24 1.72 -0.30
H: -0.19 1.28 -2.04

Results
SMILES string = C=C(CO)C(O)(O)O
LUMO energy = 0.5 eV
HOMO = -10.048 eV
Net charge = 0
Frontier orbital gap = 10.571 eV

=====

Top of the stability list: entry two, leading by 126.0 kcal/mol.

=====

Entry one
The following is a DFT calculation (ωB97M-V/def2-TZVPD) of an isolated molecule of C4H8O4.

Cartesian coordinates (Å):
C: 2.04 -0.81 -0.04
C: 0.73 -0.27 0.40
O: 0.90 0.64 1.48
O: -0.41 -1.12 0.62
C: -0.50 -0.16 -0.40
O: -0.38 -0.69 -1.66
C: -1.66 0.81 -0.12
O: -2.81 0.06 0.35
H: 2.13 -1.83 0.35
H: 2.85 -0.29 0.37
H: 2.02 -0.85 -1.11
H: 0.27 0.36 2.23
H: -0.99 -1.45 -1.58
H: -1.98 1.24 -0.99
H: -1.47 1.60 0.73
H: -2.50 -0.66 0.79

Results
SMILES string = C[C@]1(O)O[C@@]1(O)CO
LUMO energy = 0.7 eV
HOMO = -10.198 eV
Net charge = 0
Frontier orbital gap = 10.863 eV

=====

Entry two
The following is a DFT calculation (ωB97M-V/def2-TZVPD) of a cluster of 2 separate species, C4H8O4 in total.

Cartesian coordinates (Å):
C: 1.80 -2.94 0.00
C: 0.90 -1.74 0.13
O: 1.05 -0.68 -0.52
O: -0.29 -1.97 0.78
H: 2.76 -2.82 -0.62
H: 1.82 -3.48 1.09
H: 1.03 -3.54 -0.57
H: -0.90 -1.09 0.72
C: -1.51 3.15 0.21
C: -0.83 1.72 -0.06
O: -1.20 0.66 0.47
O: 0.13 1.84 -1.03
H: -2.48 2.88 0.54
H: -0.75 3.49 1.07
H: -1.67 3.73 -0.79
H: 0.48 0.93 -0.74

Results
SMILES string = CC(=O)O.CC(=O)O
LUMO energy = 0.8 eV
HOMO = -10.231 eV
Net charge = 0
Frontier orbital gap = 11.003 eV

=====

Top of the stability list: entry two, leading by 29.4 kcal/mol.